9
Properties=species:S:1:pos:R:3:forces:R:3 method="wB97M-V/def2-TZVPD" de_lowest_kj_mol=129.5 e_homo_ev="-12.22 / -8.36" gap_ev="12.437 / 4.596" energy_ev=-40032.0292 lumo_ev="0.219 / -3.767"
C 0.86738 -0.59952 -0.11128 -2.15 -1.69 1.20
C -1.59552 0.37652 0.18753 0.25 -3.97 0.64
O 1.09103 0.53749 -0.16866 1.01 0.86 0.35
F 0.89284 -1.44839 -1.08158 0.63 -0.50 -0.62
F 0.29351 -1.27019 0.93861 1.50 0.95 -0.92
F -2.15914 -0.41664 1.10930 -0.43 1.36 0.53
F -1.66696 -0.35347 -0.92295 -0.14 0.92 -1.11
Cl -1.53928 1.97780 0.22855 -0.70 2.07 -0.04
Cl 3.81613 1.19639 -0.17952 0.04 0.01 -0.01


81
Properties=species:S:1:pos:R:3:forces:R:3 method="wB97M-V/def2-TZVPD" de_lowest_kj_mol=124.0 e_homo_ev=-2.17 gap_ev=6.196 energy_ev=-103453.5451 charge=-2 lumo_ev=4.024
Ca 1.05417 0.15498 -0.07197 -0.90 -0.84 -0.89
N -1.13586 1.54809 1.45430 -0.44 -0.07 -0.02
C -2.55792 1.84912 1.58827 0.20 -0.04 -0.22
C -3.42353 0.63669 1.21773 0.20 -0.09 -0.06
N -3.13624 -0.05603 -0.02428 -0.12 0.33 -0.10
C -3.23389 0.74379 -1.24295 0.02 -0.27 0.18
C -2.05843 1.62916 -1.64539 0.19 -0.10 0.33
N -0.81123 0.87122 -1.69624 -0.09 -0.18 -0.16
H -0.54434 2.34220 1.65698 0.02 0.07 0.05
H -0.85362 0.80685 2.08422 -0.12 0.16 -0.12
H -2.84179 2.14420 2.60424 -0.08 0.11 0.17
H -2.80830 2.68829 0.93288 0.05 0.02 0.02
H -3.33285 -0.09939 2.02215 -0.04 -0.02 -0.06
H -4.46951 0.96143 1.19019 -0.05 0.02 0.07
H -2.24492 -0.52976 0.03767 0.10 -0.06 -0.03
H -3.41103 0.05336 -2.07379 -0.04 -0.05 -0.04
H -4.12141 1.37798 -1.15482 -0.10 -0.02 -0.03
H -2.30792 2.06367 -2.61660 -0.03 0.14 -0.16
H -1.93039 2.44819 -0.93771 0.07 0.04 -0.03
H -0.94429 0.00975 -2.22072 -0.03 0.00 0.02
H -0.12196 1.40922 -2.21487 0.10 0.14 -0.16
C 0.72684 -2.85566 3.18891 0.04 -0.05 -0.06
C -0.14135 -1.62385 2.94886 0.06 0.02 -0.21
C -1.31079 -1.59335 3.90661 -0.21 -0.03 0.03
O -0.70530 -1.66178 1.62512 0.03 0.14 0.31
C 0.75052 -0.36444 3.14695 0.38 0.37 -0.54
O 0.98002 0.00309 4.30008 0.03 -0.04 -0.26
O 1.16845 0.17753 2.05276 -0.03 -0.57 2.14
H 0.11955 -3.76012 3.08427 0.03 0.05 0.01
H 1.15383 -2.81328 4.19302 -0.02 -0.01 -0.03
H 1.54294 -2.90386 2.46329 -0.06 0.01 0.06
H -1.87521 -2.52864 3.83453 0.01 0.08 0.00
H -1.98154 -0.76097 3.67118 0.07 -0.07 0.05
H -0.93471 -1.46022 4.91771 -0.03 0.00 0.04
H 0.03738 -1.62803 1.00732 0.01 -0.82 0.10
S 2.54188 -2.26090 0.01338 0.07 -0.14 0.16
C 2.93982 -1.97940 -1.63939 0.00 -0.25 -0.18
S 2.29010 -0.61153 -2.45128 0.19 -0.19 -0.42
C 3.76606 -2.89284 -2.33028 0.21 -0.19 -0.09
C 4.40587 -4.00101 -1.67425 -0.28 0.54 -0.28
N 4.96144 -4.88690 -1.18226 -0.02 -0.08 -0.03
C 3.97220 -2.80993 -3.74828 -0.05 -0.02 0.50
N 4.12403 -2.81403 -4.89555 0.00 -0.02 0.09
C 0.84091 5.50100 -0.56051 0.14 -0.16 -0.18
C 2.11324 4.94819 0.06741 0.16 -0.31 -0.18
O 2.97968 4.21265 -0.82475 -0.73 0.52 0.27
P 2.53199 2.75822 -1.44402 0.18 1.03 0.92
O 1.68234 2.13062 -0.35025 0.77 1.44 -0.87
Te 1.68390 3.07835 -3.60915 -0.18 -0.08 -0.08
O 3.99045 2.15291 -1.55074 0.33 -0.36 0.03
C 4.91707 2.10508 -0.44614 -0.19 -0.08 0.01
C 4.59253 1.03737 0.57890 -0.09 -0.03 -0.09
H 0.34489 6.17431 0.14923 0.09 -0.09 -0.05
H 0.15388 4.69415 -0.81963 0.01 0.02 -0.01
H 1.06911 6.04486 -1.47887 -0.02 0.02 0.04
H 1.85443 4.31632 0.91839 0.04 -0.11 0.01
H 2.72432 5.76983 0.43600 0.14 0.06 0.00
H 4.97310 3.08872 0.01778 -0.07 0.13 -0.01
H 5.87407 1.89600 -0.91054 0.17 -0.03 -0.14
H 3.65727 1.24806 1.09807 0.02 0.00 0.03
H 5.39111 0.99966 1.32547 -0.01 0.01 -0.03
H 4.51535 0.05526 0.11065 -0.03 -0.01 0.00
O -0.76638 -2.05748 -1.52113 -0.20 0.23 -0.16
C -1.19826 -2.83973 -2.33542 0.27 -0.20 0.00
C -1.13699 -4.33330 -2.11850 0.05 -0.09 -0.11
C -0.26851 -4.94139 -3.25330 0.07 0.18 0.04
C 0.83086 -3.98600 -3.78855 -0.19 0.07 0.04
C 0.39241 -3.04375 -4.92971 0.01 -0.02 0.16
C -0.54682 -1.91999 -4.48097 0.01 -0.27 0.13
N -1.62382 -2.46149 -3.61594 -0.01 0.32 0.10
H -2.14506 -4.75820 -2.10542 0.01 -0.06 -0.03
H -0.67977 -4.49829 -1.14476 -0.01 0.02 0.02
H -0.90470 -5.25843 -4.08833 0.01 0.00 0.01
H 0.20593 -5.84635 -2.86813 -0.02 0.02 0.01
H 1.66746 -4.58158 -4.15534 0.00 -0.01 0.00
H 1.23352 -3.38668 -2.96094 -0.05 -0.12 -0.13
H -0.09836 -3.64092 -5.71360 0.03 0.03 0.03
H 1.28900 -2.59495 -5.36817 -0.05 -0.03 0.01
H -0.99637 -1.41663 -5.33657 -0.04 0.04 0.00
H 0.01234 -1.18624 -3.90856 0.07 0.09 0.11
H -2.05935 -3.24539 -4.07842 -0.01 -0.16 -0.07


82
Properties=species:S:1:pos:R:3:forces:R:3 method="wB97M-V/def2-TZVPD" de_lowest_kj_mol=4.3 e_homo_ev=-4.15 gap_ev=6.237 energy_ev=-254175.8625 charge=-1 lumo_ev=2.091
Cs 0.58923 -0.05252 0.75170 0.52 0.18 -0.07
C -3.22457 0.70923 4.14170 0.01 -0.01 -0.01
As -1.45998 1.28549 3.52716 -0.03 -0.02 -0.04
C -0.42055 0.01513 4.60267 0.01 -0.01 -0.03
C -1.17627 2.87326 4.65916 0.00 0.00 -0.01
C -2.14824 3.33961 5.54245 0.02 0.00 0.00
C -1.95131 4.49957 6.27847 0.00 0.00 0.01
C -0.77272 5.21565 6.13741 0.00 0.00 0.00
C 0.20004 4.76230 5.25837 0.00 -0.02 0.00
C 0.01374 3.60097 4.51453 0.02 0.00 0.00
As 1.39652 2.97826 3.24962 -0.03 0.01 0.01
C 2.98329 3.35906 4.33925 0.01 0.00 -0.02
C 1.46848 4.57833 2.12249 0.00 -0.01 -0.02
H -3.26423 0.57255 5.22279 0.00 0.00 0.00
H -3.41212 -0.24409 3.64661 0.00 0.00 0.00
H -3.98976 1.41852 3.82811 0.00 0.01 0.00
H -0.74039 0.04475 5.64411 0.00 0.00 0.00
H 0.63941 0.26242 4.54235 0.00 0.01 0.00
H -0.58191 -0.97523 4.17760 -0.01 0.00 0.00
H -3.07625 2.79455 5.66086 0.00 0.00 0.00
H -2.72026 4.84330 6.95991 0.00 0.00 0.00
H -0.61180 6.12445 6.70445 0.00 0.00 0.00
H 1.11527 5.33299 5.14891 0.00 0.00 0.00
H 3.01139 4.39234 4.68347 0.01 0.00 0.00
H 3.86359 3.16338 3.72707 0.00 0.00 0.00
H 3.00007 2.69078 5.19926 0.00 0.00 0.00
H 1.60419 5.47906 2.72177 0.00 0.00 0.00
H 0.53922 4.65513 1.55947 0.00 0.00 0.00
H 2.29351 4.46806 1.41878 -0.01 0.00 0.00
C -1.62739 -4.42648 -1.90042 -0.02 0.01 0.01
C -1.18637 -4.43332 -3.36359 -0.01 0.00 -0.01
C -2.43964 -4.31442 -4.24135 0.01 0.01 0.00
C -0.49551 -5.77265 -3.65880 0.00 -0.01 0.00
C -0.20846 -3.29937 -3.67646 0.01 0.01 -0.03
C 0.15766 -3.04806 -5.01173 -0.05 -0.01 0.02
C 1.05013 -2.05297 -5.35723 0.04 0.05 -0.01
C 1.61046 -1.28193 -4.34449 0.01 -0.04 0.03
S 2.71836 0.04660 -4.41781 -0.01 -0.02 -0.03
C 2.66615 0.17784 -2.64351 0.02 0.02 0.08
N 1.88794 -0.69059 -2.08715 0.00 -0.06 0.07
C 1.27949 -1.52191 -3.00877 -0.03 -0.01 0.04
C 0.36523 -2.52693 -2.68048 0.01 0.01 -0.03
C 3.44041 1.23189 -1.94520 -0.28 -0.10 -0.24
C 4.25692 2.04675 -2.74364 0.16 0.03 0.14
C 5.00287 3.05314 -2.16095 -0.01 0.00 0.04
C 4.90193 3.23825 -0.78323 -0.03 0.05 -0.03
C 4.05028 2.43616 -0.03291 0.08 -0.01 0.04
C 3.26953 1.38255 -0.55029 -0.03 0.06 -0.02
H -2.35081 -5.22614 -1.73053 0.00 0.00 0.00
H -2.10859 -3.48685 -1.61868 0.01 0.00 0.00
H -0.79218 -4.59494 -1.22117 0.01 -0.01 0.00
H -3.13659 -5.12141 -4.00319 0.01 0.00 0.00
H -2.20579 -4.37660 -5.30477 -0.01 -0.01 0.00
H -2.94712 -3.36436 -4.06803 0.00 0.02 0.01
H -1.17381 -6.60229 -3.44354 0.00 0.00 0.00
H 0.39581 -5.88942 -3.03941 0.00 0.00 0.00
H -0.19138 -5.84177 -4.70515 0.00 0.01 0.00
H -0.27727 -3.64474 -5.80359 0.01 0.00 0.00
H 1.29869 -1.87726 -6.39652 0.00 0.00 0.00
H 0.12359 -2.68301 -1.63707 0.01 0.01 0.00
H 4.33263 1.89632 -3.81688 0.00 -0.01 0.00
H 5.65001 3.67967 -2.76312 0.00 0.01 0.01
H 5.48431 4.02168 -0.30489 -0.01 0.00 0.00
H 4.00590 2.64310 1.03903 0.01 0.00 0.00
Br -2.68793 -0.52527 -5.92254 0.00 -0.01 -0.01
C -2.08403 -0.04909 -4.19290 0.02 0.01 0.02
C -2.73902 -0.53547 -3.07716 0.01 -0.02 -0.02
C -2.24770 -0.16504 -1.83349 -0.03 -0.02 0.05
N -1.20467 0.64569 -1.67083 -0.05 0.04 -0.05
C -0.59488 1.10444 -2.76101 -0.04 0.02 -0.02
C -0.98943 0.78423 -4.05172 -0.03 -0.01 0.00
H -3.59665 -1.18720 -3.15929 0.01 -0.02 0.00
H -2.71134 -0.54911 -0.92837 0.00 0.00 0.00
H 0.26475 1.74665 -2.59840 -0.01 0.00 -0.01
H -0.44894 1.16315 -4.90690 0.00 0.00 0.00
F -1.99623 -5.10098 1.54853 0.02 0.01 0.00
C -1.29310 -4.01145 1.88814 -0.03 -0.01 -0.02
F -0.93572 -4.16508 3.18185 -0.01 0.01 0.01
F -0.14250 -4.05241 1.16770 -0.01 -0.01 0.02
C -2.04735 -2.66124 1.64718 -0.04 0.00 -0.16
O -3.18714 -2.73135 1.19335 0.01 -0.03 0.01
O -1.33310 -1.67426 1.93087 -0.23 -0.09 0.25